No. 1
ORCA calculation (ωB97M-V/def2-TZVPD) on C56H47F2N6O2P2PbS2 as an isolated structure at a distorted geometry.

Last column: Löwdin charge in e.
Geometry (Å):
Pb (-0.2140, -0.1190, 0.3856)  1.2529
S (0.4338, 4.1889, -3.4536)  0.9649
S (-0.0787, 4.2910, -0.5323)  1.0044
P (0.2000, -0.7257, 3.0765)  1.0363
P (1.5907, -2.0925, -0.8207)  1.1034
F (-5.4150, 0.9196, -1.8700)  0.0722
F (-4.4942, 3.1919, 2.1061)  0.0652
O (-1.5175, 1.6008, -5.4681)  0.0720
O (0.4306, -0.6411, -2.7205)  -0.0968
N (0.1264, 1.5939, -3.2557)  -0.0036
N (-0.3869, 2.1277, 1.5728)  -0.0279
N (-1.5909, -2.3084, 0.6727)  -0.0633
N (0.0484, 2.0367, -1.9522)  -0.0509
N (2.1422, -0.1228, 1.1656)  -0.1466
N (-3.6945, -5.8848, 0.8168)  0.1425
C (0.3360, 0.1202, -5.0546)  -0.0992
C (-2.0320, 0.6719, 6.2223)  -0.0669
C (2.8975, -0.7657, -1.0623)  -0.1992
C (-1.6733, -4.6330, 1.2043)  -0.0032
C (-0.9553, 0.2836, 5.4441)  -0.0729
C (-4.9593, 2.0551, 0.1418)  0.0720
C (0.2931, 0.3855, -3.6086)  -0.2795
C (2.3973, -3.6978, 4.8450)  -0.0767
C (-0.6490, 0.3244, -7.2485)  0.0064
C (2.0245, -2.5736, 4.1310)  -0.1149
C (-1.0202, -3.4264, 1.1158)  -0.1845
C (4.3508, -5.4563, 0.6380)  -0.0610
C (-1.4219, -2.1602, -3.2945)  0.0216
C (0.6783, -2.2702, 3.9429)  -0.3395
C (2.8769, -3.6313, 1.1453)  -0.0721
C (0.1282, 3.3159, -1.9443)  -0.8853
C (-2.7086, 1.9627, 1.0780)  -0.1629
C (-2.3700, 1.0313, 0.0879)  -0.2110
C (1.4320, -4.5411, 5.3669)  -0.0712
C (0.5560, 3.7945, 2.9950)  -0.0549
C (0.6491, -2.8600, -2.0812)  -0.2720
C (-0.7125, 4.1410, 3.4280)  -0.0323
C (0.0910, -4.2547, 5.1678)  -0.0702
C (-0.2889, -3.1280, 4.4577)  -0.0896
C (-1.8118, 3.5210, 2.8610)  0.0144
C (0.0516, -1.9580, -3.1077)  -0.3019
C (1.6696, 0.3100, 3.5327)  -0.2574
C (3.2285, -4.2976, -1.1391)  -0.0932
C (-0.6189, 0.7034, -5.9062)  -0.2588
C (4.3781, -0.2976, 1.0643)  -0.0469
C (1.3039, -1.0401, -6.9379)  -0.0768
C (2.6444, 0.1176, 2.4139)  -0.4358
C (3.7459, -4.6244, 1.5651)  -0.0499
C (-4.0368, 2.4016, 1.1122)  -0.2041
C (-3.5388, 0.0983, 4.4414)  -0.0674
C (-1.1661, -0.1739, 4.1498)  -0.3724
C (-2.4624, -0.2626, 3.6509)  -0.1113
C (2.6202, -3.4591, -0.2056)  -0.3407
C (4.0784, -5.3001, -0.7130)  -0.0655
C (-3.6142, -3.5319, 0.3584)  0.0012
C (-3.2686, 0.6887, -0.9046)  -0.0916
C (-1.9846, -3.3326, -2.9580)  -0.0673
C (0.6596, 2.7695, 2.0667)  -0.2284
C (-2.8713, -2.3779, 0.3152)  -0.1431
C (0.5191, 5.8470, -1.2983)  -0.4788
C (4.0254, 0.0164, 2.3888)  -0.0625
C (-3.0178, -4.7185, 0.8097)  -0.3209
C (-4.5476, 1.2300, -0.8877)  -0.2627
C (0.0235, -4.0965, -1.8301)  -0.1039
C (-1.2326, -4.3535, -2.3037)  -0.0423
C (1.3185, -0.7127, -5.5968)  -0.0457
C (0.1401, 5.8501, -2.7589)  -0.5068
C (-1.6261, 2.5282, 1.8956)  -0.2547
C (0.2921, -0.5496, -7.7539)  -0.0624
C (3.1900, -0.3667, 0.3455)  -0.4451
C (-3.3222, 0.5776, 5.7227)  -0.0699
H (-5.9623, 2.4468, 0.1850)  0.1335
H (3.9489, -4.7479, 2.6182)  0.0983
H (3.4460, -3.9013, 5.0062)  0.1095
H (5.0397, -6.2224, 0.9608)  0.1099
H (3.7689, -1.1912, -1.5668)  0.1058
H (2.1246, -1.0633, -4.9633)  0.1257
H (-1.9788, -1.3686, -3.7699)  0.1238
H (0.2639, -0.8222, -8.7987)  0.1107
H (-0.6617, -4.9073, 5.5845)  0.1065
H (5.3689, -0.4563, 0.6852)  0.0965
H (-4.6776, -5.8956, 0.6054)  0.1102
H (-0.9085, 6.1051, -2.9110)  0.0800
H (1.4343, 4.2850, 3.3828)  0.1142
H (-4.1609, 0.8714, 6.3362)  0.1075
H (0.5133, -2.1952, -4.0870)  0.1560
H (1.7284, -5.4117, 5.9323)  0.1072
H (1.3405, 1.3464, 3.6286)  0.0572
H (0.0476, 0.3272, 5.8432)  0.1093
H (-2.7938, 3.8210, 3.1773)  0.1095
H (4.7002, 0.1552, 3.2122)  0.0985
H (-1.7144, -5.2973, -2.1023)  0.1131
H (2.4730, 0.0564, -1.6406)  0.0744
H (2.0902, -1.6555, -7.3479)  0.1057
H (0.5176, -4.8103, -1.1862)  0.1115
H (3.0376, -4.1571, -2.1944)  0.1096
H (-0.8452, 4.9077, 4.1764)  0.1157
H (1.6185, 2.4521, 1.6808)  0.1151
H (2.7923, -1.9308, 3.7271)  0.0890
H (-1.3369, -2.9030, 4.3199)  0.1068
H (-1.8634, 1.0367, 7.2244)  0.1076
H (1.5999, 5.8934, -1.1619)  0.0819
H (0.0548, 6.6621, -0.7466)  0.0817
H (-1.1567, -5.5062, 1.5669)  0.1185
H (4.5300, -5.9586, -1.4396)  0.1098
H (-4.5463, 0.0035, 4.0606)  0.1103
H (-1.2202, 1.9542, -4.6101)  0.0713
H (-3.3019, -6.6964, 1.2572)  0.1086
H (-3.3200, -1.4514, -0.0092)  0.0841
H (-3.0018, 0.0147, -1.7050)  0.0970
H (-4.6462, -3.5296, 0.0454)  0.1166
H (0.0132, -3.3412, 1.4205)  0.0836
H (0.7611, 6.5401, -3.3252)  0.0793
H (-2.6177, -0.6181, 2.6414)  0.0799
H (2.4039, -2.9780, 1.8603)  0.0702
H (-1.3967, 0.7701, -7.8855)  0.1230
H (2.0953, 0.0049, 4.4921)  0.0974
H (-3.0336, -3.5090, -3.1401)  0.1155

Charge = +1
Gap between HOMO and LUMO = 4.49 eV
Maximum force = 1.8 eV Å⁻¹
Energy relative to the best compared isomer or geometry (same formula, charge and spin) = 4.7780 eV
Highest occupied orbital energy = -8.76 eV
Total energy = -4512.55819 hartree

---

No. 2
ORCA calculation (ωB97M-V/def2-TZVPD) on C56H48N3O2P2RuS as an isolated structure at a distorted geometry.

Last column: Mulliken spin population.
Geometry (Å):
Ru (-1.6750, 0.1262, -0.0210)  2.4267
S (-0.0264, -0.6523, 1.8166)  0.0648
P (0.3751, -0.7374, -1.6724)  0.1277
P (-0.9462, 2.3327, 0.7765)  -0.0259
O (-0.4968, -0.6951, 3.1814)  0.0289
O (-2.9252, -1.1424, -1.4722)  0.0428
N (-4.4281, -0.8339, -3.1907)  0.0029
N (-2.6581, -1.6999, 1.2710)  0.0971
N (-2.2984, -3.4938, -0.1905)  0.0082
C (-4.1088, -3.2578, 2.9706)  -0.0020
C (3.7396, 0.0003, 2.6186)  0.0020
C (1.6230, -2.4139, 0.4032)  0.0602
C (-0.2455, -2.1973, -2.6760)  0.0550
C (-3.9723, -1.8954, 3.2779)  0.0046
C (-0.5406, 3.7983, 4.5683)  0.0002
C (1.4206, 3.8309, 0.2015)  0.0057
C (0.3227, -3.4326, -2.4493)  -0.0065
C (0.8520, 2.5685, 0.6495)  0.0138
C (3.0652, 1.9519, 1.4058)  -0.0064
C (-0.2278, -4.5617, -3.1651)  -0.0019
C (-1.3094, 2.7243, 2.5506)  0.0013
C (-1.6088, -3.0410, -4.3968)  -0.0011
C (3.7808, -3.0064, -1.3063)  0.1471
C (1.1495, 0.0239, -4.3708)  -0.0046
C (1.7599, 2.3015, -4.7346)  0.0037
C (5.3988, 1.9241, 1.9423)  0.0002
C (3.5932, 3.2387, 1.0240)  0.0048
C (-2.6347, 2.5253, 4.5696)  0.0007
C (-1.6026, 3.6030, -0.2994)  -0.0711
C (-4.0632, 1.0134, -1.5833)  0.0635
C (-2.6868, 5.4414, -2.1945)  0.0019
C (0.3886, -3.2133, 2.3765)  -0.0240
C (-0.3933, 3.5042, 3.2365)  -0.0029
C (1.4835, 0.2069, 1.7519)  0.0255
C (1.1212, 0.3049, -2.9858)  -0.0200
C (2.4771, -0.4667, 2.4427)  -0.0081
C (2.4872, -3.4748, 0.6873)  0.0328
C (0.6389, -2.2551, 1.4349)  0.1434
C (2.3145, -4.3792, 1.7308)  0.1419
C (-3.4512, 1.0988, -0.1692)  0.0889
C (-3.7815, -0.3969, -2.1347)  -0.0195
C (1.8322, 2.5664, -3.4081)  0.0025
C (-1.3801, 3.4567, -1.6465)  0.1395
C (3.6240, -3.7050, -0.1472)  0.1342
C (-2.5248, 2.3523, 3.1874)  -0.0038
C (-1.1588, -1.9494, -3.6542)  0.0105
C (1.1974, -4.3744, 2.5126)  0.0929
C (-1.9630, 4.3633, -2.5482)  0.0299
C (3.6082, -5.1875, 1.8277)  -0.0191
C (2.7606, 4.2062, 0.4904)  -0.0025
C (4.0528, 1.1617, 2.0638)  0.0046
C (-3.5549, -3.7328, 1.8154)  0.0128
C (-1.1663, -4.3482, -4.1200)  0.0043
C (-2.7674, -2.9593, 0.9605)  -0.0217
C (1.7044, 1.5594, 1.2795)  0.0324
C (5.0192, 3.2997, 1.5051)  -0.0003
C (-2.4153, 4.6703, 0.0806)  -0.0006
C (2.9054, -1.9431, -1.6124)  -0.0352
C (-1.6439, 3.3745, 5.2302)  0.0003
C (-3.0173, 5.5638, -0.8150)  0.0039
C (-3.2117, -1.1680, 2.3979)  0.0249
C (1.7976, -1.7130, -0.8702)  0.2616
C (4.4395, -4.8082, 0.5617)  -0.0262
C (1.4306, 1.0925, -5.2124)  0.0013
C (1.5186, 1.5453, -2.5038)  0.0127
H (2.2746, -1.4386, 2.7889)  -0.0031
H (4.4885, -0.4803, 3.2159)  0.0000
H (0.9782, -5.1068, 3.3036)  -0.0037
H (1.5942, 1.8960, -1.5127)  -0.0065
H (-5.1073, 1.1447, -1.6668)  -0.0021
H (-1.5200, -5.1266, -4.7305)  0.0001
H (-2.4324, -2.8461, -1.0027)  -0.0010
H (-3.7449, -4.7253, 1.4562)  0.0013
H (6.0323, 1.3292, 1.2859)  0.0002
H (-3.5259, 2.1314, 0.2339)  -0.0462
H (0.9688, -0.9526, -4.7760)  0.0004
H (1.1727, -3.5761, -1.7329)  0.0174
H (3.4451, -6.2431, 1.8357)  0.0094
H (-5.1313, -0.2194, -3.6694)  0.0010
H (0.2003, 4.4609, 5.0079)  -0.0002
H (4.1804, -4.9667, 2.7428)  0.0159
H (5.9586, 1.8694, 2.8397)  0.0000
H (-2.9558, -0.1006, 2.6346)  -0.0035
H (1.3627, 1.0386, -6.2704)  0.0002
H (5.1467, 3.9549, 2.3791)  0.0003
H (0.5703, 3.7726, 2.7965)  -0.0002
H (-4.1560, -1.6706, -3.6355)  -0.0008
H (-0.3048, -3.1143, 3.1918)  -0.0011
H (-3.4908, 2.1295, 5.1348)  0.0000
H (2.0760, 3.5554, -3.0436)  -0.0002
H (-4.6617, -3.9575, 3.5561)  -0.0002
H (-3.6717, 6.3335, -0.4133)  0.0006
H (5.6222, 3.6643, 0.6832)  0.0000
H (2.0556, 3.1110, -5.4524)  0.0000
H (3.0189, 5.2562, 0.2788)  0.0000
H (-4.0535, 0.4970, 0.4273)  0.0078
H (-3.6295, 1.7115, -2.3149)  -0.0065
H (0.1785, -5.5432, -3.0328)  0.0002
H (-2.6143, 4.8558, 1.1198)  -0.0003
H (5.3482, -4.3680, 0.8710)  0.0154
H (-2.9274, -4.2592, -0.4346)  -0.0008
H (-3.0799, 6.0949, -2.9482)  0.0003
H (-0.6908, 2.7495, -2.0530)  -0.0688
H (-3.2894, 1.8513, 2.5738)  0.0020
H (4.6604, -5.6304, -0.1349)  0.0185
H (-4.3879, -1.5436, 4.1974)  -0.0005
H (3.0433, -1.3793, -2.5182)  -0.0098
H (-2.2487, -2.9418, -5.2642)  0.0001
H (4.6129, -3.1829, -1.9692)  -0.0006
H (-1.7741, 3.4356, 6.3794)  0.0000
H (0.6984, 4.6203, -0.0564)  -0.0011
H (-1.7507, 4.2803, -3.6209)  0.0006
H (-1.5370, -0.9660, -3.9302)  0.0044

Charge = +3
Gap between HOMO and LUMO (alpha / beta) = 7.12 / 3.86 eV
Maximum force = 4.4 eV Å⁻¹
Highest occupied orbital energy (alpha / beta) = -15.10 / -15.15 eV
Total energy = -3652.30017 hartree
Multiplicity = 5